115
Properties=species:S:1:pos:R:3:forces:R:3:mulliken_charge:R:1 method="wB97M-V/def2-TZVPD" e_above_lowest_ev=0.000 charge=-2
Al 2.17248 -0.30916 1.32023 0.4 0.2 -0.1 -2.06
O 1.87829 -1.81563 2.26198 0.0 -0.1 0.1 0.99
C 1.97067 -3.08820 2.73546 0.0 0.1 -0.1 2.02
C 1.12228 -3.14395 4.00952 0.0 -0.1 0.0 -0.75
C 0.81258 -4.17889 4.84428 0.0 0.0 0.0 -0.42
C -0.00029 -3.76680 5.93336 0.0 0.0 0.0 -0.79
C -0.27512 -2.42936 5.88727 0.0 0.0 0.0 -0.74
S 0.42792 -1.67035 4.52688 0.0 0.1 0.0 0.33
C 3.39327 -3.47801 3.12429 0.0 -0.1 0.0 -0.40
C 3.95719 -4.72096 3.23086 0.0 0.0 0.0 -0.48
C 5.25652 -4.68264 3.79892 0.0 0.1 0.0 -0.81
C 5.63052 -3.40778 4.12027 0.1 0.0 -0.1 -0.62
S 4.44353 -2.26024 3.69663 0.0 0.0 0.0 0.21
C 1.43207 -4.09379 1.71046 -0.1 0.0 0.0 -0.42
C 2.07853 -4.67768 0.66232 0.0 0.1 -0.1 -0.39
C 1.22095 -5.46652 -0.15395 0.0 0.0 0.0 -0.85
C -0.06729 -5.46620 0.29279 0.0 0.1 -0.1 -0.57
S -0.23981 -4.50420 1.69771 0.0 -0.1 0.0 -0.19
H 1.15897 -5.19137 4.68428 0.0 0.0 0.0 0.52
H -0.36249 -4.43068 6.70768 0.0 0.0 0.0 0.38
H -0.87239 -1.85543 6.57841 0.0 0.0 0.0 0.46
H 3.45529 -5.62868 2.92325 0.0 0.0 0.0 0.51
H 5.88478 -5.55238 3.93969 0.0 0.0 0.0 0.38
H 6.57758 -3.07871 4.51835 0.0 0.0 0.0 0.43
H 3.13172 -4.52523 0.47330 0.0 0.0 0.0 0.62
H 1.55613 -6.02178 -1.02090 0.0 0.0 0.0 0.40
H -0.91541 -5.99446 -0.11548 0.0 0.0 0.0 0.53
C 4.21286 2.88144 3.13194 0.0 0.0 0.0 -1.54
C 3.16571 1.93373 3.71939 0.0 0.0 0.0 2.09
C 3.55285 1.52721 5.14374 0.0 0.0 0.0 -1.65
C 1.76752 2.50550 3.63555 0.0 0.0 0.0 0.22
C 1.48560 3.62773 4.38821 0.0 0.0 0.0 0.37
C 0.24083 4.25773 4.38918 0.0 0.0 0.0 -1.64
C -0.74465 3.67867 3.59891 0.0 0.0 0.1 -0.44
C -0.52816 2.54713 2.82964 0.0 0.0 0.0 0.34
C -1.71452 2.00203 2.06180 0.0 0.0 -0.1 0.49
C -1.45243 2.01127 0.55200 0.0 0.0 0.0 0.09
C -2.13054 0.62842 2.60105 0.0 0.0 0.0 -1.22
C 0.77649 1.89516 2.75049 0.1 0.1 0.0 0.03
N 1.01927 0.86903 1.95897 -0.3 -0.2 0.0 0.71
H 5.16458 2.36362 2.98998 0.0 0.0 0.0 0.35
H 4.36576 3.74821 3.78734 0.0 0.0 0.0 0.36
H 3.88955 3.24111 2.15424 0.0 0.0 0.0 0.24
H 3.20071 1.03430 3.10638 0.0 0.0 0.0 -1.23
H 3.65620 2.40376 5.79276 0.0 0.0 0.0 0.35
H 4.50771 0.99143 5.14479 0.0 0.0 0.0 0.37
H 2.79384 0.87508 5.58133 0.0 0.0 0.0 0.32
H 2.28107 4.04444 5.00446 0.0 0.0 0.0 0.23
H 0.04887 5.14421 4.98287 0.0 0.0 0.0 0.30
H -1.74240 4.11798 3.58962 0.0 0.0 0.0 0.24
H -2.55883 2.67904 2.25132 0.0 0.0 0.0 0.60
H -0.53136 1.46138 0.35376 0.0 0.0 0.0 -0.63
H -1.30857 3.04059 0.20722 0.0 0.0 0.0 0.63
H -2.28539 1.56519 -0.00879 0.0 0.0 0.0 -0.53
H -1.25524 -0.01879 2.65964 0.0 0.0 0.0 -0.13
H -2.90191 0.15695 1.97813 0.0 0.0 0.0 0.26
H -2.53227 0.73981 3.61173 0.0 0.0 0.0 0.47
C -1.04869 -1.31196 -0.08460 -0.1 -0.1 0.1 -1.00
C 0.21377 -1.63422 -0.78531 -0.1 -0.1 0.2 0.83
N 1.40983 -1.23739 -0.43234 0.1 0.0 0.0 1.94
C 2.30668 -1.74281 -1.35054 -0.1 0.0 -0.1 -0.78
C 1.62954 -2.46806 -2.27278 0.1 0.0 0.0 -1.76
N 0.29045 -2.40405 -1.90603 0.0 0.1 -0.2 0.99
C -0.78519 -3.07744 -2.56256 0.1 -0.1 0.0 -1.40
N -1.68948 -2.19739 -3.28203 0.1 0.2 0.1 0.99
N -3.01935 -2.33077 -3.11855 0.0 -0.1 0.0 -0.83
N -3.63819 -1.56035 -3.93213 0.0 0.0 -0.1 -0.59
C -2.69649 -0.88453 -4.68109 0.0 0.0 0.0 0.32
C -2.84750 0.04405 -5.71768 0.0 0.0 0.0 -0.69
C -1.70002 0.55358 -6.27480 0.0 0.1 0.0 -0.42
C -0.42091 0.17152 -5.81031 0.0 0.0 0.0 -0.57
C -0.25308 -0.74547 -4.79983 0.0 0.0 0.0 -0.72
C -1.42900 -1.28054 -4.25661 0.0 0.0 0.0 1.30
H -0.78972 -0.70071 0.77775 0.0 0.1 0.1 -0.66
H -1.55528 -2.21807 0.25671 0.0 0.0 0.0 0.58
H -1.73619 -0.75586 -0.72700 0.0 0.0 0.0 -0.07
H 3.35839 -1.51228 -1.22835 0.0 0.0 0.0 0.56
H 1.95564 -3.04094 -3.12445 0.0 0.0 0.0 0.59
H -1.40393 -3.63069 -1.85834 0.0 0.0 0.0 0.49
H -0.33648 -3.77768 -3.26853 0.0 0.0 0.0 0.29
H -3.83171 0.35342 -6.04156 0.0 0.0 0.0 0.50
H -1.76974 1.29790 -7.05791 0.0 0.0 0.0 0.35
H 0.45414 0.63963 -6.24223 0.0 0.0 0.0 0.33
H 0.72669 -1.00188 -4.42020 0.0 0.0 0.0 0.26
C -6.64617 0.45217 -2.40037 0.0 0.0 0.0 -1.81
C -5.59292 1.36006 -2.97475 0.0 0.0 0.0 0.87
C -4.48658 1.74590 -2.23142 0.0 0.0 0.0 -0.63
C -3.49915 2.56857 -2.75705 0.0 0.0 0.0 -0.62
C -3.58636 3.00544 -4.07622 0.0 -0.1 -0.1 0.30
N -2.60451 3.79497 -4.70350 -0.1 0.1 0.0 0.06
C -1.25023 3.93756 -4.41517 0.0 -0.1 -0.1 0.17
O -0.62998 4.89659 -4.84612 0.0 0.0 0.0 -0.76
N -0.72577 2.91073 -3.70265 0.0 0.0 -0.1 0.88
C 0.49262 2.86350 -2.99393 0.0 0.0 0.0 0.24
C 1.49751 3.81754 -3.05769 0.0 0.0 -0.1 -0.70
C 2.59926 3.64199 -2.23124 0.0 0.0 0.0 -0.91
C 2.66179 2.55286 -1.37208 0.0 0.0 0.1 -0.38
N 1.69172 1.64359 -1.32333 0.0 -0.2 -0.2 0.58
C 0.65464 1.79005 -2.12168 0.0 0.1 0.1 -0.55
C -4.70776 2.64327 -4.82360 0.0 0.0 0.0 -0.84
C -5.69369 1.84295 -4.27660 0.0 0.0 0.0 -0.45
H -6.33862 0.06623 -1.42944 0.0 0.0 0.0 0.34
H -6.82876 -0.39971 -3.05765 0.0 0.0 0.0 0.36
H -7.59404 0.97939 -2.26777 0.0 0.0 0.0 0.39
H -4.37720 1.40324 -1.20898 0.0 0.0 0.0 0.49
H -2.67428 2.86307 -2.12129 0.0 0.0 0.0 0.99
H -2.91668 4.44711 -5.40287 0.0 0.0 0.0 0.29
H -1.33699 2.12643 -3.53448 0.1 0.0 0.0 -0.70
H 1.40996 4.66027 -3.72632 0.0 0.0 0.0 0.55
H 3.40586 4.36400 -2.24339 0.0 0.0 0.0 0.42
H 3.49301 2.36930 -0.69572 0.0 0.0 0.0 0.15
H -0.13797 1.04341 -2.03839 0.0 0.0 0.0 0.49
H -4.78643 2.97412 -5.85382 0.0 0.0 0.0 0.34
H -6.54463 1.56065 -4.88753 0.0 0.0 0.0 0.33
Se 4.38653 0.01351 0.64083 -0.1 -0.2 0.1 -1.06

114
Properties=species:S:1:pos:R:3:forces:R:3:mulliken_charge:R:1 method="wB97M-V/def2-TZVPD" e_above_lowest_ev=1.425 multiplicity=3 charge=+1
Mo 7.98118 -9.38165 22.21092 -0.1 -0.1 0.6 -1.28
S 9.08106 -11.38132 21.51015 0.1 -0.5 -0.1 -0.25
C 8.25029 -12.17794 20.24694 0.2 0.7 0.5 -0.55
N 8.69210 -13.29427 19.69229 -0.2 -0.2 0.7 0.56
C 8.30323 -13.54210 18.28721 0.4 -0.5 0.7 -0.54
C 6.80467 -13.33273 18.07243 2.2 -0.4 0.3 -0.68
N 6.41789 -12.10051 18.69172 -1.5 0.7 -0.9 0.46
C 5.20285 -11.48258 18.09081 -0.2 -0.7 -1.6 -1.58
C 5.42146 -10.74210 16.73088 -0.8 -1.3 1.2 0.72
C 6.34956 -9.72113 16.68345 0.0 -0.1 -0.3 0.49
C 6.56032 -9.03795 15.49479 0.7 0.5 0.2 -0.59
C 5.77119 -9.34470 14.40604 -0.5 -0.4 -0.9 -0.44
C 4.76862 -10.32539 14.48652 0.1 0.3 0.5 -0.59
C 4.56512 -11.05005 15.65736 1.6 0.9 0.1 -0.66
C 7.07791 -11.53981 19.67838 -0.1 1.5 0.1 -0.05
S 6.61361 -9.99632 20.23595 0.2 -0.6 -0.4 0.28
C 9.70473 -14.08952 20.44185 0.1 -0.5 -2.8 -0.48
C 10.20844 -15.20886 19.57048 0.4 -0.8 0.7 -0.54
C 9.81300 -16.52082 19.82044 0.1 0.1 0.1 -0.12
C 10.27065 -17.57568 19.02408 0.1 0.9 0.0 -0.74
C 11.16079 -17.31081 18.00271 0.2 -0.1 -0.1 -0.39
C 11.60278 -16.00045 17.79234 0.7 -1.2 -1.0 -0.61
C 11.16350 -14.98813 18.57650 -0.9 0.8 0.1 -0.01
H 8.57301 -14.59490 18.11483 -0.1 0.6 -0.5 0.40
H 8.90737 -12.82753 17.70767 -0.2 -0.5 -0.3 0.21
H 6.29098 -14.18985 18.46461 -0.7 -0.3 0.3 0.31
H 6.68962 -13.29467 17.00390 -0.5 0.2 -0.5 0.42
H 4.77285 -10.73924 18.72486 -0.2 0.1 0.9 0.42
H 4.48771 -12.33323 17.93928 0.5 0.8 0.2 0.51
H 6.88029 -9.44550 17.57995 0.2 0.0 0.1 -0.04
H 7.35185 -8.26527 15.47686 -0.7 -0.4 -0.2 0.33
H 5.88747 -8.86826 13.42706 0.1 0.1 0.5 0.39
H 4.11903 -10.46151 13.64469 -0.1 -0.2 -0.3 0.41
H 3.84334 -11.83675 15.74582 -0.4 -0.2 0.0 0.46
H 9.27238 -14.44611 21.32782 -0.7 -0.5 1.3 0.49
H 10.54520 -13.49406 20.67765 0.8 1.1 0.4 0.51
H 9.19647 -16.70874 20.69444 -0.2 -0.1 -0.2 0.39
H 9.94636 -18.57631 19.19158 -0.2 -0.5 0.2 0.44
H 11.52787 -18.14350 17.40961 0.0 0.3 -0.1 0.39
H 12.30893 -15.76298 16.99187 -0.2 -0.3 0.3 0.38
H 11.48632 -14.00668 18.28635 0.1 0.6 0.4 0.42
C 4.76643 -7.10910 23.89724 -0.4 1.1 -1.0 -1.36
As 5.44096 -8.69986 23.11072 0.3 -0.9 -0.1 1.00
C 4.14636 -9.25636 21.78074 -0.2 0.3 -1.0 -1.17
C 4.88980 -10.00613 24.50881 -0.5 0.7 -1.3 0.14
C 3.52305 -10.05184 24.75160 0.2 -0.4 0.3 -0.85
C 2.94126 -11.17606 25.29274 1.8 0.2 -0.5 -0.78
C 3.77467 -12.25833 25.61722 -1.9 -0.3 1.6 -0.73
C 5.12325 -12.12743 25.57568 1.2 -0.3 -1.1 -0.81
C 5.68868 -11.04407 24.88320 0.4 0.1 0.5 0.48
As 7.51735 -10.74756 24.37413 0.0 0.5 0.7 1.83
C 8.35068 -9.91793 25.92475 -0.3 -0.8 0.5 -1.21
C 8.21236 -12.48369 24.54766 1.0 -0.9 -0.7 -1.58
H 3.81483 -7.22294 24.40221 -0.2 -0.2 -0.1 0.49
H 4.71361 -6.32967 23.10956 -0.1 -0.5 0.4 0.30
H 5.48508 -6.81643 24.62025 0.7 0.4 0.8 0.50
H 3.21759 -8.76081 22.00857 -0.5 0.1 0.2 0.72
H 3.97090 -10.33737 21.65226 0.4 0.4 0.5 0.36
H 4.47154 -8.83433 20.81667 -0.2 -0.1 0.5 -0.24
H 2.92085 -9.23153 24.44824 -0.6 0.5 -0.1 0.27
H 1.90275 -11.14495 25.37430 -1.6 -0.5 0.4 0.51
H 3.35195 -13.17134 26.08555 0.2 0.7 -0.5 0.35
H 5.70340 -12.97322 25.90290 0.3 0.0 0.1 0.30
H 7.99278 -10.39684 26.86939 0.4 0.4 -0.8 0.41
H 8.16658 -8.85543 25.95445 0.0 0.3 0.0 0.36
H 9.40887 -10.13167 25.73744 -0.1 0.3 0.4 0.35
H 7.82615 -13.02451 25.40698 -0.1 0.0 -0.1 0.51
H 9.31147 -12.46182 24.60654 -0.3 0.0 0.0 0.33
H 7.95367 -12.93584 23.58054 0.0 -0.5 0.5 0.51
F 2.16818 -6.19259 16.52610 -0.3 0.3 -0.3 -0.33
C 3.01187 -6.18250 17.56060 -0.9 0.4 0.1 0.64
C 4.35376 -6.32400 17.34237 0.8 0.4 -0.9 -0.17
F 4.77671 -6.26129 16.03602 0.0 -0.4 1.2 -0.39
C 5.23962 -6.42480 18.40658 -0.4 -0.7 -0.2 -0.33
F 6.53560 -6.69047 18.12197 0.1 0.1 0.1 0.07
C 4.79013 -6.47072 19.74803 -0.1 0.5 0.6 0.13
O 5.53525 -6.68714 20.78546 -0.2 -0.3 -0.4 -0.25
C 3.40784 -6.15583 19.90931 0.1 0.0 -0.5 0.40
F 2.94502 -6.05654 21.17540 -0.1 0.0 -0.1 -0.36
C 2.52725 -5.98924 18.84524 0.5 -0.5 0.9 0.18
F 1.23261 -5.73231 19.08649 0.2 -0.1 -0.3 -0.31
Br 10.02741 -6.65963 17.40103 0.3 -0.2 -0.6 -0.12
C 9.18156 -6.53437 19.05262 0.5 0.4 -0.1 -0.87
C 8.93172 -5.28054 19.57507 -0.5 1.1 1.0 -0.40
C 8.20696 -5.15394 20.77058 0.9 -2.7 -1.1 -1.56
C 7.86915 -6.37580 21.40151 0.9 1.0 -1.2 -0.95
N 8.25326 -7.57060 20.92790 -0.2 0.3 0.6 2.66
C 8.88953 -7.66231 19.74887 -0.8 0.2 0.9 -0.98
H 9.33359 -4.40234 19.06282 -0.4 -0.3 0.1 0.53
H 7.92975 -4.22470 21.18580 -0.2 0.8 0.4 0.67
H 7.34426 -6.34553 22.32107 -0.4 -0.2 0.7 0.44
H 9.09834 -8.65502 19.41312 0.2 -0.3 -0.3 0.87
C 11.83071 -9.15506 24.12134 -0.1 -0.6 -0.2 -1.84
C 11.07453 -8.65122 22.86385 0.8 -0.9 -0.5 4.23
C 11.65855 -9.52444 21.70856 -0.1 0.2 0.0 -2.92
C 9.59782 -8.73597 23.18004 -0.2 0.3 -0.4 0.16
C 11.41788 -7.19840 22.62279 -0.1 0.0 0.8 -0.03
C 11.96542 -6.76637 21.44294 0.6 0.3 -1.4 0.10
C 12.31305 -5.43526 21.28434 -0.2 1.3 0.5 -1.11
C 12.04747 -4.53021 22.30370 0.3 0.1 0.3 -0.50
C 11.55278 -4.97670 23.53213 0.5 0.5 -0.7 -1.14
C 11.27231 -6.28946 23.69245 -0.9 -1.6 0.0 -0.23
H 11.27423 -9.99831 24.51855 0.1 -0.4 0.1 0.31
H 11.91182 -8.44442 24.91789 -0.1 0.6 0.3 0.32
H 12.84419 -9.48954 23.88212 -0.2 0.1 -0.1 0.43
H 11.57100 -10.58341 21.91965 0.1 -0.2 0.4 0.78
H 12.72795 -9.27873 21.67345 -0.2 -0.2 -0.2 0.76
H 11.25152 -9.41888 20.69062 -0.1 0.4 0.4 0.06
H 9.46508 -8.09951 24.08103 -0.2 -0.5 -0.1 -0.12
H 12.21421 -7.38092 20.56515 -0.4 -0.1 0.8 0.35
H 12.80390 -5.05312 20.39534 -0.2 -0.3 -0.1 0.42
H 12.28255 -3.47682 22.21977 0.1 0.0 -0.2 0.44
H 11.48018 -4.33698 24.37885 -0.2 0.7 0.3 0.49
H 10.87041 -6.66726 24.65054 0.4 0.4 -0.6 0.24

| no. | energy (hartree) |
| --- | --- |
| 1 | -6379.121970 |
| 2 | -10545.806484 |